# 1
The following is a quantum chemistry calculation of a 2-piece molecular cluster, C25H22O7S2 overall in a non-equilibrium geometry, from the Open Molecules 2025 dataset.

```
56
Properties=species:S:1:pos:R:3:forces:R:3
C -1.641465 2.630636 5.606174 0.1 -0.3 0.5
C -1.753908 3.124021 4.162654 -0.2 0.5 -0.2
C -1.865377 1.857521 3.373708 0.0 -1.1 0.2
C -1.952865 0.783236 4.300797 0.8 0.4 -0.1
O -1.792881 1.153386 5.599292 -0.3 0.5 -1.3
C -2.133145 -0.543255 3.876930 -0.1 0.6 0.5
C -2.187389 -0.785079 2.523831 0.1 0.2 -0.1
C -1.858925 0.222278 1.557676 -0.2 0.4 0.1
C -1.643719 -0.021461 0.163653 -1.9 -0.3 0.9
C -2.045215 -1.238425 -0.503483 0.1 -0.6 -0.2
C -2.731847 -1.163254 -1.755638 0.2 -0.1 0.2
C -3.069377 -2.314386 -2.440149 0.8 -0.7 0.9
C -2.682721 -3.574076 -1.909890 0.2 0.5 -0.3
O -2.911183 -4.620696 -2.747660 -0.4 1.2 -0.1
C -3.560374 -4.062195 -3.962216 0.1 -0.7 0.1
C -3.684082 -2.548920 -3.782482 -0.3 0.3 -0.2
C -2.057867 -3.690498 -0.656948 -0.5 -0.3 -0.9
C -1.782230 -2.534092 0.036651 -0.3 0.4 -0.1
C -1.801799 1.578006 2.025590 0.0 -0.1 0.2
H -0.668843 2.863104 6.056029 -0.2 -0.2 -0.1
H -2.431870 3.031675 6.248924 0.2 -0.2 -0.1
H -2.647726 3.746859 4.047406 0.2 0.0 -0.1
H -0.885471 3.718808 3.870910 -0.1 -0.1 0.0
H -2.232272 -1.315096 4.634697 -0.2 0.0 -0.3
H -2.547662 -1.754527 2.211884 0.3 0.0 -0.1
H -1.503904 0.858356 -0.457312 0.2 -0.1 0.0
H -3.065111 -0.190705 -2.126544 0.4 -0.2 0.0
H -2.943996 -4.334984 -4.826141 0.0 0.0 0.3
H -4.537670 -4.545877 -4.064000 0.3 0.0 0.1
H -4.733232 -2.239976 -3.805937 0.1 0.0 0.0
H -3.154851 -2.011885 -4.574124 -0.1 0.0 0.1
H -1.781586 -4.678639 -0.302200 0.0 0.2 0.1
H -1.371870 -2.641400 1.033199 0.4 0.1 -0.4
H -1.765811 2.391660 1.297942 0.4 -0.3 0.2
C 0.998985 -1.425194 0.499778 1.1 0.8 -0.4
O 2.329657 -0.861743 0.485191 -0.4 -1.1 0.9
C 2.458902 0.224700 -0.295418 -0.2 1.5 -1.0
S 3.165757 1.714085 0.421219 -0.2 -2.8 -1.4
O 2.161556 2.747914 0.557911 0.6 0.2 0.3
O 4.011649 1.315140 1.530638 -0.5 0.8 0.1
C 4.249863 2.057857 -0.975428 0.0 0.6 0.3
C 4.131660 1.254090 -2.095373 0.0 0.0 -0.5
C 4.991046 1.445561 -3.181765 -0.3 0.2 0.1
C 5.912316 2.493594 -3.156261 -0.2 -0.2 0.0
C 6.016344 3.306125 -2.028123 -0.2 0.0 0.2
C 5.203193 3.074598 -0.920517 -0.2 -0.1 -0.3
S 2.904793 -0.072727 -1.999947 -0.2 1.1 2.0
O 3.636677 -1.316501 -2.054679 -0.4 -0.2 -0.7
O 1.784260 0.185111 -2.899000 1.1 -0.3 0.2
H 0.957894 -2.308147 1.132473 0.3 -0.1 0.0
H 0.354722 -0.639657 0.895057 -0.1 -0.1 0.0
H 0.707451 -1.644947 -0.526357 -0.1 -0.2 0.0
H 4.913516 0.795095 -4.044647 0.0 0.0 0.0
H 6.542609 2.685763 -4.024680 -0.1 -0.1 0.2
H 6.719909 4.134944 -2.006953 0.0 -0.2 0.0
H 5.275483 3.684217 -0.026343 0.0 0.0 -0.1
```
Forces are in eV/Å.

Calculated values
* highest occupied orbital energy: -6.012 eV
* HOMO-LUMO gap: 0.1264 hartree

natural (NBO) atomic charge list, values in e, 8 entries:
1. C -0.0643
2. C -0.4597
3. C -0.1033
4. C 0.3938
5. O -0.4540
6. C -0.2981
7. C -0.0691
8. C -0.1772

# 2
The following is a quantum chemistry calculation of C25H23As2Cl5N2O8PdS as an isolated structure, from the Open Molecules 2025 dataset.

```
67
Properties=species:S:1:pos:R:3:forces:R:3
Pd -0.777514 -0.340233 0.149123 0.5 0.3 0.2
Cl -0.727972 -2.046895 -2.669698 0.0 0.0 0.0
C -2.042557 -0.925384 -2.507137 0.0 0.1 0.1
C -2.155879 -0.201998 -1.321107 -0.1 -0.1 -0.2
C -3.226845 0.682193 -1.246895 0.1 0.0 0.0
Cl -3.420202 1.633143 0.197506 0.0 0.0 0.0
C -4.144090 0.849677 -2.282032 0.0 0.0 0.1
Cl -5.461412 1.963122 -2.131184 0.0 0.0 0.0
C -3.996591 0.111362 -3.450302 0.0 0.0 0.0
Cl -5.122045 0.304561 -4.753093 0.0 0.0 0.0
C -2.935165 -0.780736 -3.565583 0.0 0.0 0.0
Cl -2.742222 -1.694591 -5.024651 0.0 0.0 0.0
C -1.881693 -3.063808 4.856557 0.0 0.0 0.0
O -1.485800 -1.716550 4.592726 -0.1 -0.1 -0.2
C -0.304973 -1.581247 3.971492 0.3 0.1 0.6
O 0.435394 -2.518723 3.777139 -0.1 -0.1 -0.3
C 0.080251 -0.176875 3.679891 -0.1 0.0 -0.3
C -0.310458 0.862836 4.428293 0.1 -0.2 0.1
As 0.543803 2.659746 4.517847 0.0 0.1 0.0
C -1.099580 3.717176 4.129414 0.0 0.0 0.0
C 1.452332 2.706887 2.859938 -0.1 0.1 0.0
C 0.916367 1.906038 1.764411 0.0 -0.2 -0.1
As 0.893678 0.031900 1.923211 -0.1 0.0 -0.1
C 2.701110 -0.640589 2.152656 0.0 0.0 0.0
C 0.303803 2.299679 0.602655 0.1 -0.2 0.2
O -0.032698 1.535827 -0.392198 -0.3 0.2 0.1
O 0.025462 3.627874 0.467996 0.1 0.0 -0.2
C -0.364172 4.045030 -0.827490 0.0 0.0 0.0
C 2.565328 3.540426 2.706438 0.2 -0.2 0.1
O 3.327166 3.681698 1.746985 -0.1 0.1 0.0
O 2.835674 4.304923 3.872751 0.0 0.0 0.0
C 4.067319 4.985027 3.848792 -0.1 0.0 0.0
C -1.359333 0.719052 5.485689 0.0 0.2 -0.1
O -1.152466 0.627836 6.666716 0.1 -0.1 0.2
O -2.629727 0.859091 5.053512 -0.1 0.0 0.0
C -2.885696 0.862434 3.641893 -0.1 0.0 -0.1
H -2.842840 -2.989960 5.359750 0.0 0.0 0.0
H -1.152852 -3.556329 5.500986 0.0 0.0 0.0
H -1.971347 -3.617419 3.921401 0.0 0.0 0.0
H -1.919197 3.484728 4.812708 0.0 0.0 0.0
H -1.405815 3.586805 3.091026 0.0 0.0 0.0
H -0.797782 4.755530 4.272547 0.0 0.0 0.0
H 3.228987 0.016836 2.842842 0.0 0.0 0.0
H 3.192166 -0.627484 1.181258 0.0 0.0 0.0
H 2.645656 -1.654341 2.544970 0.0 0.0 0.0
H -0.516698 5.121822 -0.756591 0.0 0.0 0.0
H -1.286883 3.559343 -1.149204 0.0 0.0 0.0
H 0.415377 3.832656 -1.562693 0.0 0.0 0.0
H 4.205921 5.404154 4.847970 0.0 0.0 0.0
H 4.074081 5.792663 3.110342 0.0 0.0 0.0
H 4.898438 4.316898 3.609362 0.0 0.0 0.0
H -3.924652 1.167700 3.537852 0.0 0.0 0.0
H -2.746076 -0.134148 3.222241 0.0 0.0 0.0
H -2.240312 1.563110 3.114396 0.0 0.0 0.0
C -0.352690 -6.626800 2.829811 0.0 0.0 0.0
C 0.047875 -5.425187 2.018655 0.0 0.0 0.0
C 1.362533 -5.243195 1.598673 0.0 0.0 0.0
C 1.607457 -4.106032 0.853607 0.0 0.0 0.0
N 0.679672 -3.205023 0.567671 -0.1 0.0 0.0
C -0.548663 -3.431987 1.060727 0.1 0.0 0.1
S -1.802488 -2.250440 0.861691 0.0 -0.2 0.1
N -0.900046 -4.544923 1.744125 0.0 0.0 0.0
H 0.056339 -7.546906 2.407252 0.0 0.0 0.0
H -1.437826 -6.693758 2.870604 0.0 0.0 0.0
H 0.028890 -6.529497 3.849251 0.0 0.0 0.0
H 2.144006 -5.952885 1.836540 0.0 0.0 0.0
H 2.601522 -3.903727 0.460775 0.0 0.0 0.0
```
Forces are in eV/Å.

Calculated values
* highest occupied orbital energy: -1.065 eV
* HOMO-LUMO gap: 0.1802 hartree
* total charge: -2

natural (NBO) atomic charge list, values in e, 8 entries:
1. Pd 0.5225
2. Cl 0.0196
3. C -0.0791
4. C -0.2426
5. C 0.0210
6. Cl 0.0007
7. C -0.1276
8. Cl 0.0109

# 3
The following is a quantum chemistry calculation of C25H23Br2ClF12N2O8S as an isolated structure in a non-equilibrium geometry, from the Open Molecules 2025 dataset.

```
74
Properties=species:S:1:pos:R:3:forces:R:3
C 3.668722 0.417587 -2.253936 0.6 -0.6 0.4
C 3.555441 0.931853 -0.820662 0.0 -0.1 -0.5
Br 5.104929 0.672051 0.301816 -0.7 0.1 -0.6
C 2.451809 1.523610 -0.365495 0.3 0.0 0.6
Br 2.379177 2.087784 1.489012 -0.3 0.0 -0.9
C 1.231993 1.782359 -1.193014 -0.6 -0.5 0.0
C 0.163341 0.787439 -1.212556 0.5 1.1 -0.1
C -0.961718 1.014334 -1.931209 -1.6 -1.4 0.2
C -2.066812 -0.055166 -1.875330 0.2 -0.3 -0.1
C -1.797702 -1.045768 -3.037993 -0.1 1.4 -0.6
O -1.565076 -0.605275 -4.123032 -0.1 -1.0 0.6
Cl -1.807872 -2.813010 -2.731944 -0.1 0.6 0.2
C -1.165025 2.188978 -2.720288 1.8 0.2 1.0
N -2.205001 2.529497 -3.454932 0.0 0.6 -0.3
S -1.833589 3.975893 -4.104068 0.5 -0.5 0.4
N -0.357456 4.202122 -3.484767 -0.2 0.3 0.0
C -0.074726 3.161017 -2.703793 -1.1 -0.6 -0.5
C 1.104774 2.933964 -1.930838 0.9 0.4 0.2
C 2.266783 3.930498 -1.906755 -0.5 -0.5 1.2
O 3.355039 3.414623 -2.710486 -0.6 1.1 -0.4
C 3.551139 4.080783 -3.867387 1.1 -1.3 -0.7
F 4.162749 3.216610 -4.718951 -0.2 0.2 0.3
F 4.411174 5.106757 -3.727564 -0.7 0.2 0.0
F 2.431714 4.478329 -4.474474 0.2 0.4 0.4
H 3.964787 1.203356 -2.958401 -0.3 -0.2 0.3
H 2.743094 -0.086984 -2.574125 0.2 0.5 0.1
H 4.462851 -0.346384 -2.287106 -0.3 0.3 0.0
H 0.223178 -0.137454 -0.633622 0.2 0.4 -0.1
H -3.046966 0.421779 -2.047304 0.3 -0.3 -0.1
H -2.103041 -0.552359 -0.895933 0.1 0.1 -0.4
H 2.643543 3.945705 -0.870658 0.0 0.1 -0.5
H 1.980547 4.961417 -2.146796 0.1 -0.4 -0.4
C 4.520482 -3.554912 5.046784 0.0 0.3 0.2
C 3.536282 -3.191320 3.953874 0.5 -0.4 0.1
O 2.684061 -2.100781 4.355504 -0.3 0.3 0.0
C 3.235857 -0.892274 4.335673 0.4 -0.7 -0.3
O 4.360748 -0.647588 4.015963 -0.1 0.4 0.1
C 2.206277 0.164136 4.749124 -0.7 0.8 0.4
F 1.563489 -0.168171 5.878958 0.2 -0.3 -0.1
F 1.274846 0.324119 3.797335 0.1 -0.3 0.0
F 2.767594 1.354758 4.959775 0.3 -0.2 -0.2
H 3.992382 -3.777156 5.975642 0.0 -0.1 -0.1
H 5.111790 -4.422858 4.755802 -0.1 0.0 0.0
H 5.202477 -2.731457 5.257727 0.0 0.0 -0.1
H 2.882087 -4.033176 3.762018 -0.3 0.2 0.2
H 4.040023 -2.952024 3.017416 0.0 0.2 0.1
C -7.972743 3.044970 -0.839967 0.2 0.0 0.3
C -6.969822 3.620304 -1.818457 -0.6 -0.3 -0.3
O -5.904696 4.309852 -1.137551 0.3 0.2 0.1
C -4.986710 3.540742 -0.564168 -0.7 -0.3 -0.5
O -4.978911 2.344662 -0.572895 0.4 0.0 0.2
C -3.904486 4.405673 0.091043 0.8 0.6 0.6
F -4.425122 5.370865 0.861108 -0.3 -0.1 -0.2
F -3.141917 5.005139 -0.835520 -0.2 -0.1 -0.2
F -3.093312 3.686876 0.865898 -0.2 -0.3 -0.2
H -8.356105 3.827915 -0.183788 -0.1 0.0 -0.1
H -8.805746 2.585779 -1.371550 0.0 0.1 0.0
H -7.516103 2.289148 -0.201581 0.0 -0.1 -0.1
H -7.457728 4.361856 -2.448829 0.2 0.2 0.1
H -6.561155 2.854031 -2.478256 0.2 0.0 0.2
C -1.947895 -6.568743 1.331279 0.2 -0.1 -0.3
C -1.137235 -5.627673 2.198014 -0.7 0.0 0.1
O 0.277105 -5.850513 2.038690 0.4 0.0 0.0
C 0.818677 -5.376997 0.921299 -0.8 0.1 0.3
O 0.233548 -4.791946 0.059488 0.4 0.1 -0.2
C 2.324985 -5.658443 0.904251 1.1 -0.4 -0.2
F 2.604039 -6.935081 1.199092 -0.3 0.0 0.1
F 2.969952 -4.893947 1.806007 -0.3 -0.1 -0.2
F 2.867426 -5.407872 -0.284260 -0.4 0.2 0.0
H -1.678592 -7.605285 1.540170 -0.1 0.0 0.1
H -3.013683 -6.433706 1.513148 0.0 0.0 0.1
H -1.757216 -6.396890 0.272273 -0.1 0.1 0.0
H -1.357956 -5.814880 3.247534 0.3 0.0 0.0
H -1.378796 -4.583079 1.998524 0.2 0.0 -0.2
```
Forces are in eV/Å.

Calculated values
* highest occupied orbital energy: -9.237 eV
* HOMO-LUMO gap: 0.3018 hartree

Mulliken atomic charge list, values in e, 8 entries:
1. C -1.0494
2. C 0.2585
3. Br -0.1464
4. C -1.0868
5. Br -0.0990
6. C 0.6207
7. C -0.5507
8. C 0.9608

# 4
The following is a quantum chemistry calculation of C25H23CaN2O4S2 as an isolated structure in a non-equilibrium geometry, from the Open Molecules 2025 dataset.

```
57
Properties=species:S:1:pos:R:3:forces:R:3
Ca 0.076867 -1.156195 -0.760182 -0.2 -2.4 -1.6
C -0.238533 -0.528495 3.717718 0.0 -0.2 -0.4
C 0.157167 -0.241195 2.271618 -0.2 -0.3 0.7
O -0.047633 -1.134195 1.437618 0.0 0.2 0.9
C 0.732667 1.040805 1.981318 0.3 0.4 -0.7
C 0.890167 2.028405 2.975818 0.0 0.0 0.1
C 1.466667 3.241905 2.718918 0.0 0.1 0.3
C 1.933167 3.528705 1.424918 0.0 -0.1 0.0
C 1.797767 2.614505 0.426318 0.0 -0.2 -0.1
C 1.180867 1.337305 0.641918 0.1 0.7 0.9
O 1.051467 0.533205 -0.312282 1.2 1.8 0.1
H -0.616133 -1.546595 3.784318 0.0 0.0 -0.1
H -1.020833 0.165905 4.014718 -0.1 0.1 0.1
H 0.608867 -0.410795 4.388818 0.0 0.1 0.1
H 0.532767 1.835605 3.976318 0.0 -0.1 0.1
H 1.583067 3.973705 3.508918 -0.1 0.0 0.0
H 2.404367 4.484105 1.230918 0.0 0.1 0.0
H 2.152267 2.802605 -0.578282 0.0 0.0 0.0
C 5.102867 -2.626195 -1.098982 0.0 0.0 0.0
C 3.604067 -2.561795 -1.279982 0.4 1.3 -0.7
S 2.989867 -1.121095 -1.949282 0.1 -0.5 0.3
C 2.824667 -3.652895 -0.966782 -1.2 -0.9 0.2
C 3.406267 -4.971795 -0.524582 0.2 0.1 -0.1
S 1.121667 -3.689195 -1.062582 0.4 -0.3 0.0
H 5.532767 -1.660695 -1.352582 0.0 0.0 0.0
H 5.541067 -3.382995 -1.753782 0.1 0.0 0.0
H 5.363367 -2.868995 -0.066582 0.1 -0.1 0.0
H 4.476267 -5.044195 -0.696282 0.1 -0.1 0.0
H 2.897867 -5.765195 -1.071582 0.1 -0.1 0.1
H 3.203967 -5.128095 0.536418 0.0 0.0 0.0
O -0.113833 6.414505 -1.226182 -0.1 0.1 0.0
C -1.303733 5.821105 -0.914482 -0.3 0.5 0.2
O -2.248733 6.512905 -0.606782 0.6 -0.1 -0.1
C -1.347733 4.358805 -0.979782 0.0 -0.6 0.0
C -2.302433 3.684805 -0.208482 0.2 0.5 -0.2
C -2.435033 2.323605 -0.283182 0.1 -0.3 -0.1
C -1.633233 1.560205 -1.160382 -0.2 0.8 0.1
C -0.650433 2.237305 -1.904782 0.0 -0.2 -0.1
C -0.507733 3.596505 -1.809982 -0.2 0.4 0.1
N -1.752733 0.216205 -1.292282 0.6 0.0 -0.4
C -2.926733 -0.357495 -1.149582 -1.2 -0.1 0.1
C -3.072233 -1.750595 -1.016582 -0.5 0.2 0.1
C -4.354333 -2.350195 -0.943182 -0.1 -0.1 0.0
C -4.466233 -3.692895 -0.704682 0.0 0.2 0.0
C -3.296533 -4.440895 -0.548582 0.2 -0.1 0.0
C -2.077833 -3.788995 -0.659682 -0.3 -0.8 0.1
N -1.948333 -2.499995 -0.897582 0.1 0.2 0.0
H 0.573967 5.744905 -1.338582 -0.2 0.0 0.1
H -2.919533 4.259705 0.468018 0.0 0.1 0.0
H -3.134433 1.818705 0.365918 -0.1 -0.1 0.0
H -0.020133 1.653305 -2.565882 0.0 0.1 0.0
H 0.222867 4.084605 -2.444782 0.1 0.0 0.0
H -3.838333 0.246005 -1.153482 0.0 -0.1 0.0
H -5.231033 -1.731895 -1.064682 -0.1 0.1 0.0
H -5.435033 -4.168995 -0.624682 -0.1 0.0 0.0
H -3.332433 -5.499995 -0.353682 0.1 -0.1 0.0
H -1.157733 -4.347395 -0.544782 0.0 -0.1 0.0
```
Forces are in eV/Å.

Calculated values
* highest occupied orbital energy (alpha / beta): -4.277 / -3.001 eV
* HOMO-LUMO gap (alpha / beta): 0.2450 / 0.1726 hartree
* total charge: -1

natural (NBO) atomic charge list, values in e, 8 entries:
1. Ca 1.7421
2. C -0.7064
3. C 0.5835
4. O -0.6944
5. C -0.2791
6. C -0.1475
7. C -0.3092
8. C -0.1698